# 1
52
Properties=species:S:1:pos:R:3 method="wB97M-V/def2-TZVPD" lumo_energy_ev=5.62 gap_ev=8.300 total_charge=-3 mol_weight_g_mol=678.28 largest_force_ev_per_a=2.5 relative_energy_ev=0.586 multiplicity=1
Ca 0.374 -0.854 0.836
F -0.056 -2.934 -2.593
F -3.437 1.112 1.659
F 0.864 -2.762 -0.496
F 0.131 -0.864 -1.462
F 4.901 -0.944 -0.314
F 0.547 -3.252 4.326
F 2.662 -0.795 0.155
F 4.213 0.568 1.285
F -0.487 -1.827 2.791
F 0.666 0.638 4.534
F 1.303 -3.031 2.113
F -1.833 2.704 2.158
F 1.511 -0.001 2.513
F 1.088 2.272 2.962
F -2.207 1.023 3.611
F 2.837 1.211 3.942
F 4.128 -1.678 1.711
F -1.235 0.545 1.506
F 1.989 -2.044 -2.308
F -0.583 -4.156 2.625
O -2.802 -1.872 -1.636
O -3.280 -3.308 -0.047
O -1.790 -1.672 0.347
O 2.539 2.879 -1.129
O 0.898 3.625 0.165
O 1.231 1.413 -0.078
C 1.540 2.528 -0.266
C 2.683 4.293 -1.190
C -4.365 -3.457 -0.947
C 1.392 4.775 -0.482
C -2.543 -2.246 -0.349
C -4.109 -2.334 -1.977
C -4.029 -2.782 -3.437
C 2.893 4.759 -2.603
B 4.008 -0.709 0.706
B -2.178 1.345 2.253
B 1.502 1.029 3.500
B 0.203 -3.007 2.977
B 0.729 -2.096 -1.736
H 1.636 5.521 0.274
H 0.707 5.235 -1.196
H -4.843 -3.492 -3.616
H -4.263 -4.449 -1.392
H -4.127 -1.925 -4.101
H 3.604 4.428 -0.612
H -3.080 -3.271 -3.651
H 3.716 4.375 -3.201
H 2.031 4.524 -3.245
H -4.828 -1.521 -1.860
H -5.299 -3.373 -0.395
H 2.848 5.855 -2.631


# 2
33
Properties=species:S:1:pos:R:3 method="wB97M-V/def2-TZVPD" lumo_energy_ev="-5.36 / -5.08" gap_ev="6.682 / 7.225" total_charge=+1 s2=0.76 mol_weight_g_mol=521.43 largest_force_ev_per_a=0.9 relative_energy_ev=0.009 multiplicity=2
Re 0.000 0.335 2.189
S 2.276 0.403 1.613
S 0.000 2.607 3.683
S -2.276 0.403 1.613
O 1.238 3.153 4.099
O 0.000 2.308 2.135
O -1.238 3.153 4.099
O 0.000 1.006 3.973
N 1.306 -1.052 -0.553
N 3.282 -0.172 -0.820
N -1.306 -1.052 -0.553
N -3.282 -0.172 -0.820
C -4.506 0.582 -0.551
C 4.506 0.582 -0.551
C -2.990 -0.861 -1.978
C 2.989 -0.861 -1.978
C -1.771 -1.413 -1.808
C 2.257 -0.313 0.029
C 1.771 -1.413 -1.808
C -2.256 -0.313 0.029
B 0.000 -1.585 0.075
H 3.672 -0.900 -2.808
H 0.000 -2.777 0.104
H 5.112 0.573 -1.451
H 1.208 -2.045 -2.470
H 4.254 1.607 -0.289
H 5.059 0.120 0.264
H -5.112 0.572 -1.451
H -5.059 0.119 0.264
H -3.673 -0.900 -2.807
H -4.254 1.607 -0.290
H 0.000 -1.257 1.285
H -1.208 -2.046 -2.469


# 3
25
Properties=species:S:1:pos:R:3 method="wB97M-V/def2-TZVPD" lumo_energy_ev=0.43 gap_ev=9.544 mol_weight_g_mol=266.16 largest_force_ev_per_a=4.3 relative_energy_ev=0.027 multiplicity=1 smiles="CCS(=O)(=O)[C@]1(CBr)C=CCC=N1"
Br -3.829 -0.908 -0.126
S 0.297 -0.828 -0.904
O -0.236 -1.438 -2.097
O 1.223 0.236 -1.153
N -0.341 0.719 1.174
C 0.302 2.676 -0.249
C 2.392 -1.765 0.880
C -2.073 -0.926 0.587
C -1.530 1.160 -0.943
C 0.157 1.868 1.053
C -0.866 2.277 -1.146
C -1.095 0.224 0.038
C 1.107 -2.176 0.123
H 0.173 3.735 0.074
H -1.892 -0.901 1.669
H -1.107 2.795 -2.038
H 3.062 -1.495 0.121
H -1.688 -1.856 0.130
H -2.380 0.791 -1.486
H 1.301 2.519 -0.820
H 0.447 2.516 1.886
H 2.641 -2.808 1.285
H 2.165 -0.889 1.640
H 0.408 -2.515 0.925
H 1.362 -3.011 -0.621


# 4
35
Properties=species:S:1:pos:R:3 method="wB97M-V/def2-TZVPD" lumo_energy_ev=0.23 gap_ev=9.568 mol_weight_g_mol=403.19 largest_force_ev_per_a=4.6 relative_energy_ev=0.163 multiplicity=1
Ca -0.596 -0.032 0.031
Cl -2.948 -2.160 0.447
Cl 1.929 2.343 -0.461
O 2.342 2.664 -1.803
O 0.502 2.535 -0.239
O -2.338 -1.815 -0.828
O 2.277 0.946 -0.377
O -4.431 -2.151 0.409
O 2.837 3.051 0.455
O -2.499 -3.483 0.787
O -2.472 -1.212 1.408
N 0.784 -1.892 -0.561
N -0.214 0.114 -2.365
N 0.515 -0.422 2.148
N -2.365 1.581 -0.008
C 1.792 -2.464 -0.695
C -3.304 1.902 0.537
C 1.157 0.655 -4.549
C 3.018 -3.202 -0.857
C 0.404 0.423 -3.279
C 1.068 -0.110 3.146
C 1.768 0.241 4.395
C -4.529 2.291 1.227
H -5.341 1.820 0.674
H 0.605 0.189 -5.365
H 0.976 0.277 5.143
H 2.032 1.298 4.441
H -4.768 3.331 1.449
H 1.383 1.709 -4.713
H -4.483 1.870 2.232
H 2.835 -4.277 -0.873
H 3.832 -2.979 -0.167
H 2.202 0.356 -4.461
H 2.630 -0.413 4.530
H 3.399 -2.981 -1.854


# 5
29
Properties=species:S:1:pos:R:3 method="wB97M-V/def2-TZVPD" lumo_energy_ev=-6.40 gap_ev=4.171 total_charge=+1 mol_weight_g_mol=276.28 largest_force_ev_per_a=9.9 multiplicity=1
Ca 0.988 -3.546 -1.298
F -0.327 0.520 -5.541
F -1.503 1.229 -2.942
O 1.332 1.668 2.993
O 2.039 0.070 -5.476
O 0.265 2.501 -1.910
N 1.135 -0.641 -2.749
N -0.081 -0.427 3.176
N 1.087 0.641 -3.272
C 0.946 0.422 -4.789
C 1.264 -0.649 -1.242
C -0.066 -1.800 0.896
C -1.130 2.030 3.676
C -0.058 1.462 -2.722
C -0.161 -1.244 -0.650
C -0.771 -0.621 1.842
C 0.158 1.093 3.268
H 1.014 -2.089 1.242
H -0.623 0.384 1.238
H 1.598 0.366 -0.764
H -1.917 -0.824 1.962
H -0.951 -0.360 -0.784
H 2.115 -1.436 -0.958
H -0.799 -2.732 0.972
H -0.775 3.154 3.599
H -1.493 1.793 4.765
H -0.747 -0.686 3.957
H -0.513 -2.076 -1.431
H -2.026 1.797 2.941


# 6
53
Properties=species:S:1:pos:R:3 method="wB97M-V/def2-TZVPD" lumo_energy_ev="-4.33 / -10.57" gap_ev="8.364 / 2.120" total_charge=+1 s2=6.01 mol_weight_g_mol=985.65 largest_force_ev_per_a=7.7 multiplicity=5
V 1.227 1.862 -0.244
Cl 5.118 -1.545 5.002
Cl 0.477 2.208 -6.001
Cl 2.725 2.787 -4.298
Cl 6.048 -0.560 2.377
Cl -2.128 -5.056 -1.798
Cl -4.509 -2.799 -3.322
Cl 1.454 4.864 3.972
Cl -5.536 0.383 2.172
Cl -3.570 2.582 2.622
Cl 0.022 2.743 2.460
Cl -4.741 -0.676 -1.388
Cl -0.213 -6.712 -0.609
S 0.886 -1.020 -1.215
S 0.578 -1.250 1.330
P -0.296 3.895 -1.630
F -1.325 0.275 2.256
F -0.548 3.754 -3.254
F 1.215 3.396 -1.758
F -1.772 4.378 -1.330
F 3.463 -1.245 -1.963
F 2.886 -2.326 -0.149
F 0.181 4.174 -0.136
F 2.259 -3.200 -2.039
F -0.030 5.418 -2.039
F -1.677 -1.849 2.631
F -2.041 -0.888 0.620
F -0.643 2.372 -1.225
O 1.284 -0.871 2.552
O 1.020 0.083 -2.121
O -0.211 -1.943 -1.440
O 0.681 -2.694 1.003
N 0.907 -0.073 0.255
C 2.555 -2.052 -1.361
C -1.263 -0.955 1.718
C -0.572 -5.107 -1.053
C 4.711 -1.347 3.227
C -3.754 -2.017 -1.926
C 0.102 3.672 4.004
C 2.025 1.623 -5.406
C -4.377 1.159 3.256
H 0.373 2.924 4.749
H 3.885 -0.680 2.976
H -2.853 -1.539 -2.311
H -3.489 -2.655 -1.083
H -0.859 4.042 4.361
H -3.533 0.483 3.390
H -4.790 1.303 4.254
H 2.626 1.518 -6.310
H -0.610 -4.536 -0.125
H 0.209 -4.703 -1.698
H 4.608 -2.357 2.830
H 1.816 0.754 -4.783


# 7
24
Properties=species:S:1:pos:R:3 method="wB97M-V/def2-TZVPD" lumo_energy_ev="0.54 / -2.62" gap_ev="5.650 / 6.621" s2=6.02 mol_weight_g_mol=301.51 largest_force_ev_per_a=5.2 relative_energy_ev=2.475 multiplicity=5
Pd 1.324 -0.740 1.177
Cl 1.217 1.268 2.597
Cl -1.407 -1.720 0.384
O 2.129 -0.220 4.529
C -2.099 0.702 -0.613
C 2.342 -1.486 2.604
C -0.365 0.548 -2.473
C 1.971 -0.267 3.348
C -1.116 0.041 0.300
C 0.200 0.339 -0.105
C -1.803 0.214 -2.067
C 0.675 0.024 -1.516
H 1.618 0.619 -1.530
H 0.410 1.376 0.032
H -1.969 1.801 -0.575
H -1.237 0.318 1.349
H -3.134 0.519 -0.278
H 0.954 -1.045 -1.651
H 3.325 -1.614 2.066
H -0.339 1.632 -2.427
H -0.125 0.295 -3.492
H -1.923 -0.882 -2.065
H -2.559 0.604 -2.759
H 1.911 -2.328 3.166


# 8
37
Properties=species:S:1:pos:R:3 method="wB97M-V/def2-TZVPD" lumo_energy_ev=-4.80 gap_ev=7.739 total_charge=+1 mol_weight_g_mol=462.51 largest_force_ev_per_a=9.6 multiplicity=1
K 1.884 -2.799 -3.463
K 3.187 -3.581 0.609
S 0.250 -4.957 -1.083
S -0.206 -3.039 -0.065
F 1.369 -5.564 -2.135
F 0.110 -1.483 -0.362
O 1.976 0.300 2.654
O -2.982 3.766 -0.443
O -3.521 3.324 1.671
O -0.927 -5.181 -1.857
O -2.461 1.737 0.287
O 0.091 0.830 1.268
O 0.328 -3.225 1.235
O -1.713 -2.995 -0.259
O -0.031 -0.971 2.844
O 0.434 -5.745 0.143
N 0.964 -3.583 -1.153
C 2.147 1.551 2.017
C -2.568 2.938 -1.592
C 3.682 1.697 1.672
C 1.160 1.564 0.831
C -2.943 3.015 0.653
C -2.250 0.483 -1.723
C 0.641 -0.043 2.334
C -1.845 1.790 -1.018
H -2.205 -0.413 -1.105
H 4.280 1.941 2.550
H 1.808 2.343 2.685
H 0.811 2.595 0.786
H -3.248 0.680 -2.116
H -1.509 0.216 -2.475
H -3.411 2.577 -2.181
H -0.816 2.148 -1.028
H 3.772 2.548 0.997
H -1.980 3.521 -2.301
H 1.638 1.216 -0.085
H 4.083 0.795 1.210


# 9
27
Properties=species:S:1:pos:R:3 method="wB97M-V/def2-TZVPD" lumo_energy_ev=0.78 gap_ev=8.302 mol_weight_g_mol=234.28 largest_force_ev_per_a=4.9 relative_energy_ev=0.000 multiplicity=1 smiles="C=C(C)S/C=N/NC1(C(F)F)CC1.N#N"
S 2.230 -1.486 -0.602
F -2.351 -0.842 -2.441
F -3.183 0.992 -1.674
N 0.530 2.846 1.263
N -0.510 3.248 1.348
N 0.233 0.284 -0.311
N -1.029 0.595 -0.364
C -2.952 -0.422 1.039
C -1.991 -1.573 0.704
C 4.627 -0.318 -0.376
C 2.734 0.976 0.492
C -2.095 -0.341 -0.183
C -2.977 -0.325 -1.413
C 0.651 -0.918 -0.616
C 3.369 -0.252 -0.099
H 4.850 -1.306 -0.712
H 2.442 0.887 1.543
H -3.988 -0.801 -1.361
H 1.783 1.253 0.101
H 3.343 1.779 0.454
H -3.936 -0.639 1.261
H -2.323 -2.547 0.394
H -1.100 -1.555 1.282
H -2.449 0.219 1.681
H 5.395 0.370 -0.592
H -1.170 1.551 0.159
H -0.133 -1.675 -0.978


# 10
25
Properties=species:S:1:pos:R:3 method="wB97M-V/def2-TZVPD" lumo_energy_ev=-0.07 gap_ev=8.943 mol_weight_g_mol=185.20 largest_force_ev_per_a=4.2 relative_energy_ev=0.000 multiplicity=1
F 2.976 3.269 0.780
O 3.721 -2.113 0.487
N 1.590 -2.465 -0.201
N 1.070 -0.328 -0.902
N 3.075 0.816 -0.249
C -0.674 -1.460 0.298
C 0.064 0.612 -0.777
C 0.527 -1.715 -0.674
C -1.227 -0.092 -0.195
C 2.401 -0.265 -0.310
C -1.811 0.799 0.839
C 2.680 -1.705 0.055
C 0.389 1.867 -1.065
H 0.015 -1.403 1.187
H -1.998 -0.127 -1.051
H -0.975 1.208 1.387
H 1.399 2.073 -1.426
H -0.373 2.606 -0.944
H -2.700 0.293 1.342
H -1.471 -2.293 0.238
H -2.421 1.595 0.379
H 3.829 0.700 0.406
H 0.135 -2.293 -1.496
H 1.542 -3.378 0.183
H 2.923 2.315 0.444


# 11
21
Properties=species:S:1:pos:R:3 method="wB97M-V/def2-TZVPD" lumo_energy_ev=-4.82 gap_ev=8.490 total_charge=+1 mol_weight_g_mol=122.19 largest_force_ev_per_a=5.2 relative_energy_ev=1.648 multiplicity=1 smiles="C=CC(=C)C(C)=[N+]1CC1"
N -0.998 -0.197 0.316
C 0.209 -0.628 0.205
C 0.252 -2.120 0.428
C -1.934 0.847 0.531
C 0.473 1.684 -1.996
C 2.585 0.026 0.406
C 1.167 1.489 -0.848
C -2.277 -0.601 0.783
C 1.315 0.207 -0.052
H 0.574 2.700 -2.524
H -2.284 1.274 -0.536
H 1.206 -2.599 0.933
H -0.643 -2.347 1.063
H 1.700 2.334 -0.348
H -1.811 1.724 1.147
H 2.815 -0.889 1.005
H 0.038 -2.686 -0.562
H -2.406 -0.936 1.842
H -0.272 1.054 -2.411
H 3.280 0.907 0.321
H -2.989 -1.243 0.299


# 12
21
Properties=species:S:1:pos:R:3 method="wB97M-V/def2-TZVPD" lumo_energy_ev=-5.67 gap_ev=8.106 total_charge=+1 mol_weight_g_mol=122.19 largest_force_ev_per_a=3.7 relative_energy_ev=3.354 multiplicity=1
N 2.066 0.750 -0.091
C -3.808 0.184 0.521
C 3.726 -1.042 -0.230
C 3.114 0.169 0.380
C -0.787 1.474 0.030
C -1.726 0.823 -0.461
C 0.235 2.334 0.203
C -2.908 0.089 -0.726
C -3.260 -1.109 0.130
H -3.166 0.162 -1.709
H -3.486 0.708 1.425
H 1.741 0.378 -0.973
H 3.759 0.505 1.100
H 0.582 2.682 1.234
H -4.841 0.179 0.323
H 4.448 -0.748 -0.878
H 3.041 -1.561 -0.922
H 4.354 -1.750 0.313
H -3.898 -1.913 -0.165
H 0.635 2.859 -0.595
H -2.536 -1.498 0.817


# 13
25
Properties=species:S:1:pos:R:3 method="wB97M-V/def2-TZVPD" lumo_energy_ev=0.49 gap_ev=9.516 mol_weight_g_mol=200.26 largest_force_ev_per_a=2.7 relative_energy_ev=0.806 multiplicity=1 smiles="Cc1ccnn1CCSCC(=O)O"
S -1.110 -1.223 -0.996
O -2.067 1.604 0.191
O -4.120 0.767 0.106
N 0.711 1.235 0.301
N 1.470 0.108 0.513
C 0.180 -1.999 0.074
C -2.958 0.593 0.141
C -2.397 -0.816 0.248
C 2.806 1.511 -0.527
C 0.865 -1.067 1.070
C 2.732 0.256 -0.037
C 3.729 -0.869 0.005
C 1.567 2.098 -0.269
H 1.650 -1.544 1.648
H 0.877 -2.410 -0.690
H 3.389 -1.809 -0.448
H 4.632 -0.592 -0.521
H 0.127 -0.712 1.799
H 4.042 -1.019 1.035
H 1.152 3.088 -0.538
H -1.089 1.365 0.256
H -3.291 -1.515 0.194
H -0.226 -2.907 0.632
H 3.658 2.001 -1.027
H -2.075 -0.993 1.287


# 14
25
Properties=species:S:1:pos:R:3 method="wB97M-V/def2-TZVPD" lumo_energy_ev=0.18 gap_ev=8.629 mol_weight_g_mol=184.19 largest_force_ev_per_a=5.3 relative_energy_ev=3.455 multiplicity=1 smiles=NCc1ncc(CO)c(CO)c1O
O -0.358 0.860 -3.181
O -2.652 -1.476 -0.882
O -1.722 -0.624 1.512
N 1.717 0.500 0.864
N 1.806 0.715 3.804
C 1.748 0.466 -0.486
C -1.757 -0.480 -1.507
C -0.608 -0.313 -0.591
C 0.616 0.151 1.497
C 0.596 0.239 3.058
C 0.576 -0.028 -2.655
C -0.610 -0.309 0.808
C 0.610 0.098 -1.236
H 0.287 -0.994 -2.987
H -0.027 1.862 -3.108
H 2.356 1.363 3.011
H 2.365 -0.337 4.026
H -1.341 -0.737 -2.407
H -2.198 -1.252 0.799
H 2.698 0.715 -0.914
H -2.105 0.471 -1.933
H -3.602 -1.012 -1.104
H 1.590 0.090 -3.168
H -0.409 0.805 3.319
H 0.423 -0.774 3.461


# 15
24
Properties=species:S:1:pos:R:3 method="wB97M-V/def2-TZVPD" lumo_energy_ev="-2.44 / -6.11" gap_ev="5.060 / 6.930" total_charge=+1 s2=6.01 mol_weight_g_mol=362.25 largest_force_ev_per_a=4.6 relative_energy_ev=0.000 multiplicity=5
Pt 0.332 0.678 -0.643
P -0.066 2.826 0.161
N -0.119 -0.650 3.503
N -0.070 -0.229 1.301
C 1.379 0.229 -2.394
C -1.084 -1.466 2.898
C 1.392 -1.030 -1.589
C -1.061 -1.155 1.559
C 0.092 -1.607 -1.715
C -0.729 -0.725 -2.410
C 0.406 0.147 2.512
C 0.086 0.174 -3.101
H 2.224 -1.554 -1.029
H 2.259 0.586 -2.840
H -0.124 -2.627 -1.520
H -1.704 -0.994 -2.706
H 0.018 -0.539 4.542
H -1.606 -1.550 0.712
H -1.760 -2.091 3.468
H 1.117 0.945 2.754
H -0.045 0.584 -4.110
H -1.421 2.894 0.624
H -0.203 3.579 -1.055
H 0.689 3.575 1.080


# 16
23
Properties=species:S:1:pos:R:3 method="wB97M-V/def2-TZVPD" lumo_energy_ev="-4.87 / -6.00" gap_ev="8.168 / 6.819" total_charge=+1 mol_weight_g_mol=150.21 largest_force_ev_per_a=5.1 relative_energy_ev=5.011 multiplicity=1
N 0.269 -1.787 -3.305
N -1.597 -1.275 -1.956
N -2.198 -0.358 0.837
C 1.823 1.198 -0.370
C -0.926 -0.754 1.336
C 0.542 1.182 2.143
C 0.111 0.316 1.132
C 1.656 2.020 1.948
C 2.363 1.965 0.721
C 0.776 0.443 -0.081
C -0.262 -1.258 -2.251
H -1.073 -0.899 2.491
H 1.958 2.897 2.558
H 0.209 1.238 3.208
H -0.454 -1.677 0.974
H 3.156 2.611 0.567
H -2.230 -1.844 -2.418
H -2.539 0.443 1.447
H 1.183 -1.718 -3.421
H -0.223 -2.229 -4.030
H -1.867 -0.799 -1.080
H 2.227 1.346 -1.394
H -2.905 -1.060 0.945